# 1
55
Properties=species:S:1:pos:R:3:forces:R:3 method="wB97M-V/def2-TZVPD" energy_ha=-3806.6469 e_homo_ev=-10.96 charge=+1 lumo_ev=-2.48 homo_lumo_gap_ev=8.486
Ga 0.063076 1.486334 0.175637 -0.9235 0.2454 1.1715
F -1.218585 1.512572 -2.657123 -0.0584 -0.5613 -0.1274
B -0.856764 2.133834 -1.566731 -0.1737 0.2792 -0.3651
F -1.025344 3.443725 -1.628961 -0.0009 0.4943 0.2703
C 0.696629 0.172698 3.509368 0.1772 -0.0096 0.0778
C -0.672355 0.184324 2.953900 0.3063 0.0378 -0.0757
N -1.018951 0.594218 1.744475 0.4781 0.1980 -0.3700
C -2.372427 0.414689 1.625909 -0.3795 -0.1350 0.1378
C -2.848670 -0.113817 2.782283 -0.3186 0.0921 -0.4031
N -1.765619 -0.249907 3.605121 0.1214 0.0010 -0.0040
H 1.380155 0.600417 2.780537 0.0630 0.0240 -0.0177
H 1.013547 -0.845970 3.732004 0.0244 -0.0385 -0.0164
H 0.751148 0.748920 4.431922 0.0093 0.0532 0.0266
H -2.888840 0.673939 0.721814 -0.1818 -0.0349 -0.0820
H -3.836394 -0.405101 3.077664 -0.1321 -0.0114 0.0316
H -1.789231 -0.626280 4.540431 0.1109 0.0450 -0.0676
I 2.574693 6.126812 3.115821 -0.3820 -0.2119 -0.1345
C 0.806904 5.255834 2.383273 0.2569 0.2076 0.2024
C -0.392338 5.951775 2.385386 0.1223 -0.2203 -0.0396
C -1.508797 5.319235 1.859511 -0.0104 -0.0897 -0.0281
C -1.385254 4.036468 1.352308 -0.2531 0.1496 0.0999
N -0.230924 3.372583 1.364107 -0.0933 -0.1835 -0.4628
C 0.840180 3.968976 1.872013 0.5026 0.1107 0.1993
H -0.450232 6.952360 2.788766 -0.0352 0.0428 -0.0346
H -2.457883 5.829142 1.833936 -0.1313 -0.0167 -0.0251
H -2.232176 3.513650 0.922783 -0.0263 0.1028 0.0015
H 1.752263 3.389536 1.858365 0.0153 0.0313 -0.0660
Te 0.967369 -1.180071 -0.788148 -0.0586 -1.5174 -1.0314
C -0.101617 -1.278272 -2.646283 0.3111 0.1759 0.4491
C -1.468382 -1.503835 -2.656454 -0.0460 -0.0646 0.2240
C -2.138544 -1.615184 -3.861745 -0.0957 -0.0445 0.0196
C -1.447886 -1.496660 -5.055261 0.0133 0.0584 -0.0627
C -0.086083 -1.248010 -5.041674 -0.0097 -0.0170 -0.1207
C 0.589797 -1.136399 -3.838719 0.2596 0.0423 0.0968
C 1.039628 -3.352409 -0.693437 0.0748 0.7143 0.2379
C 2.201382 -3.984925 -1.106833 0.1723 0.2515 -0.0763
C 2.259172 -5.368775 -1.141705 0.0703 -0.0391 -0.0730
C 1.163903 -6.124044 -0.761494 0.0419 -0.0449 -0.0254
C 0.013115 -5.487394 -0.333384 -0.1163 -0.0078 0.0008
C -0.049815 -4.103755 -0.292844 -0.2754 0.1773 0.0897
H -2.012383 -1.592159 -1.724016 -0.0244 -0.0300 0.0065
H -3.202688 -1.793144 -3.867009 -0.1202 -0.0314 -0.0042
H -1.971182 -1.586141 -5.995503 -0.0405 -0.0086 -0.0611
H 0.454297 -1.144675 -5.970376 0.0534 0.0134 -0.0794
H 1.655019 -0.939943 -3.832285 -0.0197 -0.0353 -0.0111
H 3.056708 -3.400258 -1.417125 0.0414 -0.0068 -0.0169
H 3.159366 -5.854463 -1.485629 0.1036 -0.0397 -0.0081
H 1.206319 -7.203507 -0.807180 -0.0023 -0.0152 0.0239
H -0.848411 -6.066094 -0.042680 -0.1241 -0.0843 0.0718
H -0.955753 -3.613609 0.037413 -0.0565 -0.0127 0.0121
C 3.172181 1.523103 0.343938 -0.4255 -0.2218 -0.2437
O 1.768995 1.612098 0.500656 1.2049 0.0838 0.6316
H 3.641211 1.321168 1.312129 -0.0293 0.0433 -0.0483
H 3.563209 2.461806 -0.055474 0.0079 -0.0120 0.0384
H 3.443265 0.714586 -0.343398 0.0022 0.0708 0.0613

=====

# 2
99
Properties=species:S:1:pos:R:3:forces:R:3 method="wB97M-V/def2-TZVPD" relative_energy_kcal_mol=34.5 energy_ha=-3117.5138 e_homo_ev=-6.87 charge=0 lumo_ev=-0.06 homo_lumo_gap_ev=6.814
Pt -0.530553 -0.743702 0.767960 -0.0600 1.3414 -0.8848
C -0.407782 1.382275 4.096486 -0.1644 0.0001 0.1260
C -1.815744 1.291478 3.507773 0.0407 -0.3078 -0.0407
C -2.565111 0.064387 4.049991 0.0012 0.0227 -0.0302
P -1.759546 1.132260 1.667977 1.1270 -0.1726 0.2584
C -3.506075 1.479668 1.139566 0.0308 -0.1323 -0.1440
C -3.527846 1.861780 -0.344230 -0.0248 0.0344 0.0408
C -4.254516 2.515600 1.975214 -0.0470 0.0108 0.0089
C -0.888559 2.636426 1.089255 -0.2155 0.2610 0.1276
C -1.031617 3.883394 1.702112 0.0676 0.0830 -0.0052
C -0.377644 5.002589 1.196316 -0.0482 -0.1831 0.0352
C 0.424093 4.883596 0.067532 -0.0067 -0.0133 -0.0177
C 0.581644 3.641568 -0.531632 -0.0586 -0.0508 -0.1370
C -0.072950 2.508400 -0.033708 0.3787 0.2101 -0.1401
Si 0.204832 0.799420 -0.774326 -1.1868 -0.4106 0.2477
C 1.932510 0.697616 -1.519853 0.0907 -0.1192 -0.1485
C 2.167730 1.213357 -2.802364 0.0305 0.0289 0.0580
C 3.409541 1.084216 -3.409868 -0.0696 -0.0011 0.1451
C 4.436477 0.424107 -2.745390 -0.0572 -0.0237 0.0736
C 4.218879 -0.088350 -1.473788 0.0224 0.1043 -0.0271
C 2.975249 0.049667 -0.850345 0.1924 0.1078 -0.0673
P 2.577736 -0.549714 0.826211 -0.0696 0.0798 0.1003
C 3.349131 0.739296 1.948936 -0.2114 0.1573 -0.1669
C 2.343194 1.872597 2.157256 0.0149 -0.0685 -0.0365
C 4.686698 1.339989 1.515957 0.1181 -0.0695 -0.0751
C 3.643941 -2.052745 1.124290 -0.0270 -0.0924 -0.2639
C 5.095639 -1.849578 1.568038 0.0473 -0.0629 0.0161
C 3.560438 -3.047388 -0.044816 0.0744 0.1556 0.1471
C -0.968242 0.638594 -2.252240 0.1690 0.2925 -0.2820
C -1.137664 1.675068 -3.182022 -0.0227 -0.0228 0.0063
C -1.916038 1.505311 -4.319889 0.0751 0.0360 0.0801
C -2.520625 0.276329 -4.558500 0.0281 -0.0834 0.1362
C -2.381958 -0.750265 -3.631731 -0.0043 0.0395 -0.1374
C -1.632085 -0.568878 -2.466327 -0.2654 -0.0837 -0.1390
P -1.513574 -1.857592 -1.166806 0.9667 -0.0594 0.1009
C -3.214071 -2.586580 -0.996927 -0.1144 0.2658 0.1559
C -4.246433 -1.464142 -0.814259 0.0854 -0.0757 0.0417
C -3.684906 -3.599329 -2.041931 -0.0252 -0.0163 -0.0241
C -0.564674 -3.167475 -2.071323 -0.0081 0.0054 0.0126
C -0.447080 -4.454226 -1.247432 0.0415 0.0518 -0.0495
C 0.815632 -2.617567 -2.437978 -0.0991 0.0318 -0.0104
H -0.468655 1.405650 5.189708 -0.0165 0.0020 -0.0847
H 0.108928 2.284363 3.764355 -0.0880 -0.0304 0.0980
H 0.185316 0.510879 3.814022 -0.0543 -0.0175 0.0388
H -2.363063 2.198411 3.760862 -0.0780 0.0920 0.0228
H -1.992255 -0.842788 3.836505 -0.0632 0.0737 0.0267
H -3.561465 -0.043114 3.604954 0.0974 0.0279 0.0768
H -2.686254 0.139590 5.134323 0.0063 0.0197 -0.0717
H -4.019753 0.523108 1.255158 -0.0234 -0.0024 0.0873
H -3.109941 2.862968 -0.488451 -0.0389 -0.0741 0.0088
H -4.558149 1.865189 -0.712998 0.0612 0.0058 0.0244
H -2.948210 1.169740 -0.958792 -0.1269 0.1122 0.1005
H -3.764353 3.491818 1.939182 -0.0229 -0.0557 0.0099
H -4.368964 2.213864 3.019078 0.0153 0.0408 -0.1106
H -5.257830 2.639670 1.555376 0.0630 0.0160 0.0416
H -1.629889 3.987377 2.601369 0.0134 -0.0076 -0.0668
H -0.486731 5.960210 1.690459 0.0028 -0.0188 -0.0072
H 0.939536 5.752374 -0.330074 -0.0403 -0.0848 0.0417
H 1.242176 3.544872 -1.394822 -0.0883 0.0298 0.1778
H 1.364808 1.704599 -3.344948 0.1337 -0.0907 0.0328
H 3.571617 1.486917 -4.401360 -0.0020 -0.0090 -0.0149
H 5.405389 0.309476 -3.217834 -0.0443 -0.0133 0.0244
H 5.025672 -0.603397 -0.966817 -0.0487 0.0764 -0.0244
H 3.475510 0.211022 2.896986 -0.0199 -0.0925 0.0749
H 2.247570 2.462091 1.241529 0.0305 0.0046 0.0680
H 2.675928 2.545585 2.954158 0.0040 -0.0414 -0.0372
H 1.354921 1.490119 2.413043 0.2715 0.0441 -0.1334
H 4.565532 1.918512 0.595959 -0.0091 -0.0265 0.0473
H 5.467920 0.595997 1.345830 -0.1370 0.2068 -0.0053
H 5.039771 2.025145 2.294930 -0.0237 -0.0451 -0.0764
H 3.126113 -2.508664 1.963806 -0.1127 -0.1658 0.1891
H 5.747586 -1.521687 0.751383 -0.0844 -0.0121 0.1238
H 5.480000 -2.814498 1.915146 -0.0238 0.0761 -0.0337
H 5.188144 -1.142848 2.396081 0.0124 -0.1749 -0.0994
H 3.952281 -2.621090 -0.972949 -0.0219 -0.0844 0.0927
H 2.535527 -3.362240 -0.211375 -0.0705 -0.0327 0.0253
H 4.146949 -3.937648 0.194914 -0.0098 0.0266 0.0086
H -0.667416 2.642120 -2.999601 -0.0888 -0.1550 -0.0462
H -2.042335 2.322792 -5.024125 0.0100 -0.0889 0.0869
H -3.106605 0.122105 -5.457331 0.0154 -0.0057 0.0545
H -2.860054 -1.702995 -3.830181 0.0388 0.1226 0.0186
H -3.127491 -3.105874 -0.040778 0.0054 -0.1029 0.1066
H -4.478539 -0.989904 -1.771185 0.0174 -0.0136 0.0444
H -3.869042 -0.689133 -0.142741 -0.0757 -0.2659 -0.1409
H -5.177269 -1.860316 -0.394898 0.0965 0.0097 -0.0614
H -3.914458 -3.123754 -2.998204 -0.0055 -0.0648 0.1023
H -4.610298 -4.059674 -1.682197 0.0422 0.0189 -0.0515
H -2.965814 -4.400474 -2.219867 -0.1012 0.0964 0.0096
H -1.122517 -3.364404 -2.993218 0.0134 -0.0356 -0.0199
H 0.173600 -4.286686 -0.368368 -0.0149 -0.0090 0.0159
H 0.017253 -5.238976 -1.853267 -0.0423 0.0530 0.0341
H -1.413925 -4.826809 -0.898694 0.0902 0.0216 -0.0309
H 1.337298 -2.285787 -1.535460 -0.0405 -0.0262 -0.1138
H 0.747487 -1.764993 -3.121608 0.0135 -0.0912 0.0590
H 1.419634 -3.394239 -2.917713 -0.0374 0.0510 0.0494
O 1.232235 -3.558512 3.420502 -0.7969 1.0512 -1.0440
N 0.647061 -2.801119 2.625015 0.1790 0.0150 -0.0883
O 0.036302 -1.743031 3.025002 0.2729 -1.1381 -0.2599
O 0.655148 -2.993355 1.367077 0.1289 -0.4883 1.5082